Entry 1:
Computed, not measured: a 13-piece molecular cluster, C4H36N3O13 overall, with ωB97M-V/def2-TZVPD.

Bonds (Å) are listed after each position.
Element x y z (Å)
1 N 0.296 0.690 -2.903  C2 1.418, H9 1.015, H10 1.089, H11 1.076
2 C 0.902 -0.543 -3.257  N1 1.418, C3 1.664, H12 1.107, H13 1.162
3 C 1.558 -1.324 -1.943  C2 1.664, N4 1.450, H14 1.100, H15 1.196
4 N 0.609 -1.276 -0.847  C3 1.450, C5 1.456, H16 0.995
5 C 1.058 -0.660 0.395  N4 1.456, C6 1.565, H17 1.143, H18 1.149
6 C 0.484 0.788 0.540  C5 1.565, N7 1.400, O8 1.193
7 N 0.172 1.181 1.847  C6 1.400, H19 1.042, H20 1.026
8 O 0.365 1.496 -0.412  C6 1.193
9 H 0.582 1.046 -1.996  N1 1.015
10 H 0.505 1.606 -3.452  N1 1.089
11 H -0.758 0.593 -2.709  N1 1.076
12 H 0.284 -1.329 -3.732  C2 1.107
13 H 1.776 -0.242 -3.962  C2 1.162
14 H 1.707 -2.348 -2.315  C3 1.100
15 H 2.637 -0.894 -1.659  C3 1.196
16 H 0.151 -2.135 -0.645  N4 0.995
17 H 1.003 -1.416 1.251  C5 1.143
18 H 2.177 -0.568 0.154  C5 1.149
19 H -0.077 2.176 2.030  N7 1.042
20 H -0.086 0.582 2.638  N7 1.026
21 H -0.346 -0.045 5.258  O23 1.003
22 H -0.413 -1.346 4.376  O23 1.016
23 O -0.523 -0.338 4.315  H21 1.003, H22 1.016
24 H -3.818 -1.272 0.554  O26 0.935
25 H -2.846 -1.061 1.564  O26 0.910
26 O -2.993 -1.601 0.846  H24 0.935, H25 0.910
27 H -2.277 -3.411 0.428  O29 0.937
28 H -1.161 -4.552 0.079  O29 0.934
29 O -1.428 -3.659 0.117  H27 0.937, H28 0.934
30 H -1.137 -2.353 -2.064  O32 1.025
31 H -2.473 -2.734 -1.526  O32 1.000
32 O -2.088 -2.495 -2.417  H30 1.025, H31 1.000
33 H -2.567 1.848 -4.142  O35 0.993
34 H -2.255 2.412 -2.683  O35 0.982
35 O -1.855 2.224 -3.560  H33 0.993, H34 0.982
36 H 4.140 2.113 -2.651  O38 0.944
37 H 3.383 2.450 -1.397  O38 0.932
38 O 3.286 2.336 -2.317  H36 0.944, H37 0.932
39 H 0.459 -3.564 3.618  O41 0.921
40 H -0.869 -3.467 4.234  O41 0.815
41 O -0.232 -3.050 3.943  H39 0.921, H40 0.815
42 H -2.504 1.104 2.886  O44 0.947
43 H -1.930 -0.082 3.431  O44 0.909
44 O -2.588 0.162 2.853  H42 0.947, H43 0.909
45 H 2.458 3.004 0.789  O47 1.072
46 H 3.861 2.577 1.510  O47 0.929
47 O 3.511 2.829 0.687  H45 1.072, H46 0.929
48 H 2.558 1.018 2.562  O50 0.926
49 H 2.794 1.805 3.905  O50 1.009
50 O 3.177 1.151 3.239  H48 0.926, H49 1.009
51 H 0.495 4.565 0.522  O53 0.942
52 H 0.047 3.277 -0.024  O53 0.867
53 O -0.082 3.829 0.632  H51 0.942, H52 0.867
54 H -2.518 -0.891 -3.066  O56 0.924
55 H -3.752 -0.148 -2.672  O56 0.914
56 O -2.861 -0.060 -2.852  H54 0.924, H55 0.914

Values from the calculation:
LUMO in eV: -2.29
Charge: +1
Highest occupied orbital energy in eV: -12.326
Frontier orbital gap in eV: 10.04

Entry 2:
Computed, not measured: a 3-piece molecular cluster, C8H13FINO9S overall, with ωB97M-V/def2-TZVPD.

Bonds (Å) are listed after each position.
Element x y z (Å)
1 O -0.572 2.167 2.722  S2 1.420
2 S -0.316 1.266 1.654  O1 1.420, O3 1.421, F4 1.564, N5 1.648, I6 3.024
3 O 0.998 0.753 1.478  S2 1.421
4 F -0.680 2.022 0.335  S2 1.564
5 N -1.493 0.113 1.630  S2 1.648, I6 2.056, C7 1.491
6 I -1.228 -1.146 3.233  S2 3.024, N5 2.056
7 C -1.764 -0.588 0.342  N5 1.491, C8 1.512, H10 1.086, H11 1.090
8 C -0.558 -1.086 -0.424  C7 1.512, O9 1.406, H12 1.094, H13 1.091
9 O 0.170 -1.994 0.366  C8 1.406, H14 0.959
10 H -2.416 -1.427 0.563  C7 1.086
11 H -2.340 0.087 -0.291  C7 1.090
12 H -0.931 -1.597 -1.317  C8 1.094
13 H 0.072 -0.272 -0.782  C8 1.091
14 H 1.099 -1.758 0.394  O9 0.959
15 C 5.151 -1.805 2.393  C16 1.519, O20 1.434, H21 1.086, H22 1.091
16 C 4.131 -0.714 2.116  C15 1.519, O17 1.431, H23 1.091, H24 1.086
17 O 3.347 -1.305 1.076  C16 1.431, C18 1.355
18 C 3.463 -2.652 1.159  O17 1.355, O19 1.186, O20 1.350
19 O 2.779 -3.407 0.550  C18 1.186
20 O 4.435 -2.993 2.032  C15 1.434, C18 1.350
21 H 5.460 -1.857 3.433  C15 1.086
22 H 6.034 -1.723 1.758  C15 1.091
23 H 3.484 -0.514 2.971  C16 1.091
24 H 4.571 0.217 1.773  C16 1.086
25 C -3.579 2.951 -2.739  C26 1.517, O30 1.432, H31 1.086, H32 1.091
26 C -2.307 2.136 -2.875  C25 1.517, O27 1.425, H33 1.091, H34 1.087
27 O -2.795 0.799 -2.810  C26 1.425, C28 1.359
28 C -4.104 0.797 -3.180  O27 1.359, O29 1.184, O30 1.354
29 O -4.747 -0.178 -3.372  C28 1.184
30 O -4.561 2.067 -3.291  C25 1.432, C28 1.354
31 H -3.556 3.887 -3.289  C25 1.086
32 H -3.837 3.151 -1.698  C25 1.091
33 H -1.815 2.290 -3.837  C26 1.091
34 H -1.595 2.314 -2.074  C26 1.087

Values from the calculation:
LUMO in eV: -0.77
Highest occupied orbital energy in eV: -9.327
Frontier orbital gap in eV: 8.56

Entry 3:
Computed, not measured: C4H6N2O3 in the gas phase, with ωB97M-V/def2-TZVPD.

Bonds (Å) are listed after each position.
Element x y z (Å)
1 C 0.269 -0.534 0.256  C3 1.459, C4 1.499, N5 1.295
2 C 2.966 0.043 0.091  N6 1.318, O7 1.185
3 C 0.718 0.683 -0.412  C1 1.459, O8 1.383, O9 1.400
4 C -1.103 -1.096 0.031  C1 1.499, H10 1.167, H11 1.082, H12 1.105
5 N 1.135 -1.285 0.859  C1 1.295, N6 1.353
6 N 2.408 -0.827 0.909  C2 1.318, N5 1.353, H13 1.009
7 O 4.035 0.526 -0.079  C2 1.185
8 O 0.949 1.785 0.391  C3 1.383, H14 0.972
9 O 0.246 1.103 -1.662  C3 1.400, H15 1.064
10 H -1.153 -2.260 0.110  C4 1.167
11 H -1.513 -0.818 -0.931  C4 1.082
12 H -1.723 -0.638 0.823  C4 1.105
13 H 3.046 -1.566 1.162  N6 1.009
14 H 1.014 2.483 -0.282  O8 0.972
15 H 0.722 2.028 -1.888  O9 1.064

Values from the calculation:
LUMO (alpha / beta) in eV: 0.13 / -0.75
Highest occupied orbital energy (alpha / beta) in eV: -5.944 / -9.569
2S+1: 3
Expectation value of S²: 2.017
Frontier orbital gap (alpha / beta) in eV: 6.07 / 8.82

Entry 4:
Computed, not measured: C20H24N2O7 in the gas phase, with ωB97M-V/def2-TZVPD.

Bonds (Å) are listed after each position.
Element x y z (Å)
1 C -0.565 -0.816 -3.163  C2 1.522, H51 1.087, H52 1.087, H53 1.086
2 C -0.683 0.609 -3.685  C1 1.522, H3 1.095, H4 1.093, O5 1.426
3 H 0.309 1.050 -3.821  C2 1.095
4 H -1.234 0.635 -4.628  C2 1.093
5 O -1.430 1.423 -2.784  C2 1.426, C6 1.350
6 C -0.720 2.166 -1.908  O5 1.350, O7 1.210, N8 1.353
7 O 0.486 2.255 -1.901  C6 1.210
8 N -1.536 2.845 -1.069  C6 1.353, C9 1.451, C45 1.442
9 C -2.971 2.633 -1.029  N8 1.451, H10 1.097, C11 1.531, H50 1.093
10 H -3.467 3.235 -1.799  C9 1.097
11 C -3.501 3.005 0.358  C9 1.531, N12 1.448, H48 1.091, H49 1.094
12 N -2.620 2.460 1.369  C11 1.448, C13 1.349, C42 1.454
13 C -3.078 1.476 2.171  N12 1.349, O14 1.215, C15 1.534
14 O -4.236 1.109 2.161  C13 1.215
15 C -2.062 0.843 3.130  C13 1.534, H16 1.095, H17 1.096, O18 1.419
16 H -2.559 0.033 3.675  C15 1.095
17 H -1.687 1.590 3.837  C15 1.096
18 O -0.964 0.321 2.397  C15 1.419, C19 1.346
19 C -0.654 -0.983 2.513  O18 1.346, O20 1.206, C21 1.460
20 O -1.170 -1.745 3.292  C19 1.206
21 C 0.401 -1.312 1.558  C19 1.460, C22 1.374, O29 1.368
22 C 1.104 -2.476 1.365  C21 1.374, C23 1.429, C38 1.484
23 C 1.998 -2.203 0.283  C22 1.429, C24 1.398, C28 1.407
24 C 2.965 -2.957 -0.388  C23 1.398, C25 1.381, H37 1.077
25 C 3.650 -2.351 -1.422  C24 1.381, C26 1.411, O32 1.363
26 C 3.374 -1.016 -1.789  C25 1.411, C27 1.374, H31 1.078
27 C 2.430 -0.259 -1.138  C26 1.374, C28 1.390, H30 1.078
28 C 1.747 -0.870 -0.092  C23 1.407, C27 1.390, O29 1.348
29 O 0.783 -0.333 0.682  C21 1.368, C28 1.348
30 H 2.205 0.756 -1.424  C27 1.078
31 H 3.939 -0.604 -2.609  C26 1.078
32 O 4.621 -2.951 -2.168  C25 1.363, C33 1.406
33 C 4.975 -4.277 -1.864  O32 1.406, H34 1.095, H35 1.089, H36 1.095
34 H 5.353 -4.368 -0.841  C33 1.095
35 H 5.766 -4.540 -2.564  C33 1.089
36 H 4.130 -4.960 -2.001  C33 1.095
37 H 3.148 -3.976 -0.089  C24 1.077
38 C 0.973 -3.749 2.116  C22 1.484, H39 1.085, H40 1.090, H41 1.089
39 H 0.204 -3.656 2.876  C38 1.085
40 H 1.921 -4.004 2.588  C38 1.090
41 H 0.710 -4.558 1.435  C38 1.089
42 C -1.261 2.975 1.349  N12 1.454, H43 1.089, H44 1.098, C45 1.534
43 H -0.556 2.157 1.490  C42 1.089
44 H -1.125 3.709 2.155  C42 1.098
45 C -0.976 3.640 -0.004  N8 1.442, C42 1.534, H46 1.095, H47 1.091
46 H -1.396 4.650 -0.047  C45 1.095
47 H 0.101 3.700 -0.168  C45 1.091
48 H -4.491 2.574 0.511  C11 1.091
49 H -3.565 4.091 0.476  C11 1.094
50 H -3.176 1.579 -1.236  C9 1.093
51 H -0.025 -0.825 -2.220  C1 1.087
52 H -1.553 -1.243 -3.008  C1 1.087
53 H -0.022 -1.425 -3.881  C1 1.086

Values from the calculation:
LUMO in eV: 0.24
Highest occupied orbital energy in eV: -8.391
Frontier orbital gap in eV: 8.63
SMILES: CCOC(=O)N1CCN(C(=O)COC(=O)c2oc3ccc(OC)cc3c2C)CC1

Entry 5:
Computed, not measured: a 2-piece molecular cluster, C3H10N2 overall, with ωB97M-V/def2-TZVPD.

Bonds (Å) are listed after each position.
Element x y z (Å)
1 C 0.280 -1.489 1.946  N2 1.254, H3 1.098, H4 1.096
2 N 1.301 -1.452 2.672  C1 1.254, H5 1.016
3 H -0.462 -2.295 2.023  C1 1.098
4 H 0.243 -1.122 0.913  C1 1.096
5 H 2.074 -0.870 2.364  N2 1.016
6 C 0.318 -0.032 -1.599  N7 1.500, H9 1.088, H10 1.090, H11 1.095
7 N -0.884 0.637 -1.001  C6 1.500, C8 1.451, H12 1.011
8 C -0.946 2.031 -1.399  N7 1.451, H13 1.085, H14 1.085, H15 1.113
9 H 0.395 -1.065 -1.267  C6 1.088
10 H 1.157 0.393 -1.046  C6 1.090
11 H 0.330 -0.061 -2.693  C6 1.095
12 H -1.610 0.032 -1.360  N7 1.011
13 H -1.953 2.321 -1.679  C8 1.085
14 H -0.548 2.656 -0.606  C8 1.085
15 H -0.233 2.228 -2.231  C8 1.113

Values from the calculation:
LUMO in eV: 0.94
Highest occupied orbital energy in eV: -9.112
Frontier orbital gap in eV: 10.06
SMILES: C=N.CNC

Entry 6:
Computed, not measured: a 3-piece molecular cluster, C24H28ClN4 overall, with ωB97M-V/def2-TZVPD.

Bonds (Å) are listed after each position.
Element x y z (Å)
1 C -1.333 -13.110 -13.320  N2 1.503, H15 1.086, H16 1.083, H17 1.089
2 N -0.525 -12.357 -14.339  C1 1.503, C3 1.336, C7 1.356
3 C -0.833 -11.085 -14.610  N2 1.336, C4 1.386, H18 1.082
4 C -0.116 -10.362 -15.549  C3 1.386, C5 1.393, H19 1.082
5 C 0.914 -10.969 -16.264  C4 1.393, C6 1.403, C8 1.497
6 C 1.230 -12.294 -15.931  C5 1.403, C7 1.376, H20 1.088
7 C 0.494 -12.973 -14.986  N2 1.356, C6 1.376, H21 1.081
8 C 1.518 -10.377 -17.499  C5 1.497, C9 1.392, C13 1.398
9 C 2.725 -10.860 -17.995  C8 1.392, C10 1.382, H22 1.082
10 C 3.222 -10.346 -19.179  C9 1.382, N11 1.342, H23 1.081
11 N 2.535 -9.425 -19.873  C10 1.342, C12 1.337, C14 1.499
12 C 1.333 -9.004 -19.467  N11 1.337, C13 1.384, H24 1.081
13 C 0.798 -9.465 -18.277  C8 1.398, C12 1.384, H25 1.079
14 C 3.100 -9.006 -21.196  N11 1.499, H26 1.086, H27 1.086, H28 1.087
15 H -1.353 -12.533 -12.401  C1 1.086
16 H -0.915 -14.102 -13.202  C1 1.083
17 H -2.310 -13.116 -13.803  C1 1.089
18 H -1.669 -10.602 -14.122  C3 1.082
19 H -0.503 -9.370 -15.742  C4 1.082
20 H 1.994 -12.805 -16.514  C6 1.088
21 H 0.636 -14.021 -14.764  C7 1.081
22 H 3.373 -11.566 -17.492  C9 1.082
23 H 4.185 -10.702 -19.519  C10 1.081
24 H 0.800 -8.285 -20.072  C12 1.081
25 H -0.204 -9.197 -17.979  C13 1.079
26 H 2.542 -8.171 -21.610  C14 1.086
27 H 3.027 -9.880 -21.836  C14 1.086
28 H 4.121 -8.699 -20.988  C14 1.087
29 C 2.961 -13.514 -25.537  N30 1.474, H43 1.087, H44 1.092, H45 1.089
30 N 2.043 -13.361 -24.394  C29 1.474, C31 1.355, C35 1.339
31 C 0.727 -13.221 -24.685  N30 1.355, C32 1.374, H46 1.081
32 C -0.191 -13.032 -23.680  C31 1.374, C33 1.403, H47 1.083
33 C 0.257 -12.876 -22.360  C32 1.403, C34 1.402, C36 1.487
34 C 1.629 -13.062 -22.137  C33 1.402, C35 1.382, H48 1.087
35 C 2.540 -13.268 -23.155  N30 1.339, C34 1.382, H49 1.081
36 C -0.719 -12.596 -21.273  C33 1.487, C37 1.392, C41 1.399
37 C -0.493 -13.238 -20.059  C36 1.392, C38 1.373, H50 1.080
38 C -1.363 -13.010 -19.020  C37 1.373, N39 1.341, H51 1.082
39 N -2.399 -12.166 -19.133  C38 1.341, C40 1.351, C42 1.479
40 C -2.534 -11.422 -20.254  N39 1.351, C41 1.383, H52 1.082
41 C -1.670 -11.571 -21.324  C36 1.399, C40 1.383, H53 1.082
42 C -3.411 -12.099 -18.056  N39 1.479, H54 1.090, H55 1.086, H56 1.087
43 H 3.959 -13.850 -25.265  C29 1.087
44 H 3.003 -12.504 -25.948  C29 1.092
45 H 2.644 -14.165 -26.349  C29 1.089
46 H 0.412 -13.485 -25.685  C31 1.081
47 H -1.228 -13.276 -23.876  C32 1.083
48 H 1.901 -12.901 -21.097  C34 1.087
49 H 3.577 -13.415 -22.887  C35 1.081
50 H 0.307 -13.955 -19.950  C37 1.080
51 H -1.302 -13.506 -18.060  C38 1.082
52 H -3.323 -10.683 -20.267  C40 1.082
53 H -1.893 -11.063 -22.253  C41 1.082
54 H -4.192 -12.845 -18.205  C42 1.090
55 H -3.769 -11.075 -18.099  C42 1.086
56 H -2.934 -12.409 -17.130  C42 1.087
57 Cl 2.468 -14.544 -18.460  no bonds

Values from the calculation:
LUMO in eV: -9.74
Charge: +3
Highest occupied orbital energy in eV: -14.958
Frontier orbital gap in eV: 5.22

Per-record maximum force, eV/A: 12.9 1.2 3.7 1.1 2.8 2.0